Below is a cluster of 5 separate species, C38H82N4O5 in total at a distorted geometry, with properties calculated with ωB97M-V/def2-TZVPD.

ORCA input file:
```
! wB97M-V def2-TZVPD RIJCOSX def2/J DEFGRID3
* xyz 0 1
N -1.1163 -0.7853 5.1693
H -4.3131 -1.1619 4.0081
H 2.8528 -4.3515 -0.6438
H 3.9147 2.0356 1.7998
H 1.6744 0.0652 -0.5726
H 0.0200 2.0469 -3.0624
H 1.5319 -0.5925 -5.8195
C 0.6618 -0.2863 -3.4479
H 0.6093 4.8736 -1.3467
H -0.8822 -0.3342 2.4809
H 1.5755 -0.7391 3.0094
H -0.4068 -3.9380 -1.7682
C -1.9776 1.4512 3.3086
C 1.3852 -4.8548 0.7247
H 3.0535 -4.1310 1.7870
C 1.8558 -6.2850 0.8321
H 3.0507 4.4564 1.1500
H 1.6506 -6.8145 1.8246
H -2.2552 1.6553 5.4477
H 1.7377 -0.1406 -3.5350
C 0.6105 2.4067 -6.0447
H -0.7249 -0.2542 -7.6590
C -1.4864 0.2402 -4.4874
H 2.8950 -6.3335 0.6186
C -0.1190 -0.1067 4.3589
H 1.6361 -2.7041 -1.8420
H -2.7750 -0.1289 7.1483
C 3.0583 2.0749 -0.8133
H -0.0503 1.6643 5.5728
C 1.9176 0.3941 0.4105
C 1.2557 4.0333 2.0782
O 0.7581 2.3272 -3.6607
C 0.1561 0.3154 -7.2571
H 1.1245 0.5662 6.0236
N 0.9297 2.5942 0.1548
C -0.7925 0.5085 3.0994
O -1.1842 0.2529 -0.0545
H 1.3664 1.4386 4.6169
H 2.2837 1.8572 2.5624
H 1.5613 -2.2868 -0.2708
H 0.3383 4.4777 -6.7957
H -0.6946 1.0676 0.0282
H 1.4321 -5.1429 -1.3975
H -3.7480 1.3048 4.4771
C 1.8402 -4.4374 -0.6880
C 2.2167 1.9561 0.4295
H -2.6907 -1.6629 -0.9350
H -1.5948 2.4875 3.4422
N -0.0274 -4.8016 0.9272
C 2.8373 2.3238 1.7920
C -1.0679 -2.6609 1.3696
C 1.2425 -3.0413 -0.8989
H 0.4774 5.9916 0.0959
N 0.4551 1.6865 -4.7607
C -0.3199 -3.2271 -0.9341
H 2.8470 -0.1689 0.8128
H 1.0830 2.4768 -1.6502
H 3.2306 4.1042 2.7712
C 2.1064 2.3159 -6.3619
C -2.7540 1.1037 4.6540
H 2.5826 1.6144 -1.6700
C -2.3134 -4.3168 0.0037
H 1.4559 -1.4801 4.6972
H 0.8026 3.4418 2.9267
H -1.5181 4.7080 1.5147
H -2.6407 1.5080 2.3765
H -3.6527 -0.9430 0.3919
H 0.2904 -0.0453 -2.4462
H -1.6534 -0.7228 -4.0915
H 1.7041 -2.9473 1.7056
H 1.2356 -6.6796 0.0674
H 2.6166 2.8856 -5.5746
H 0.6649 -1.3049 -3.4842
H -0.0870 -2.2145 1.5770
C 0.4836 -0.4604 -5.9178
C -0.9145 -3.7141 0.3682
O -0.6714 -1.6384 5.9878
C -0.9951 3.8847 1.0039
H 1.0946 0.1138 1.1034
C 0.8591 -1.0680 3.8433
H 2.6150 1.3260 -6.4883
C -3.2663 -0.7274 6.3394
H -1.2620 1.9189 -7.0026
C 0.5939 0.9481 5.1803
H 3.8844 1.4339 -0.7626
H -1.7935 0.9819 -3.6867
H 0.9089 4.3680 -5.2420
H -2.9679 -3.5685 -0.4455
C -0.2358 1.8468 -7.1654
C 0.2011 3.8381 -5.9074
C -2.5554 -0.4206 5.0202
C 1.9527 -4.0082 1.7699
C -2.4490 0.4750 -0.5829
C 2.7103 3.8700 1.9462
H 1.6367 -4.3546 2.7165
O 0.3922 2.3642 -0.9873
H -1.5233 -2.9882 2.3002
H 0.1066 -1.4498 -6.0727
H 1.8765 5.1839 -0.3848
H -2.0295 0.2959 -5.4006
H -2.2807 0.8301 -1.5648
H -0.0646 2.3850 -8.0516
O -0.5569 -5.4664 1.8752
H -4.0643 -0.7384 -1.3731
H -0.7512 -2.2870 -1.3248
H -3.2480 -1.7728 6.5939
H -0.5433 -4.9362 2.6760
H -2.9605 1.2625 0.0430
C 0.4824 3.9204 0.6967
H -1.1324 3.1091 1.6666
H -1.5150 3.9151 0.0459
H 1.0901 5.0411 2.4308
H -1.6835 -1.8723 1.0663
H -0.0935 1.2439 2.6237
H -2.8789 -1.3658 3.0326
H 3.3062 3.0724 -1.0723
H 0.9908 0.1481 -7.9222
H -4.3319 -0.3482 6.4518
H -0.3810 -1.0836 6.7065
C 0.0219 0.2924 -4.7194
H -2.7747 -4.7771 0.8820
H 2.3463 2.8341 -7.2774
H -0.7403 4.0367 -5.4324
H -3.0657 -2.4179 4.2615
C 0.8645 5.0496 -0.3159
C -3.2493 -0.7975 -0.6395
H -2.3586 -5.0693 -0.7692
C -3.2470 -1.3568 4.0240
H 0.4270 -1.9875 3.5803
*
```

Computed properties:
LUMO level ... 0.60 eV
Total energy ... -2091.83637 Ha
ΔE to the lowest compared entry with this formula, charge and spin ... 598.6 kJ/mol
SMILES string ... CC1(C)CCCC(C)(C)N1O.CC1(C)CCCC(C)(C)N1O.CC1(C)CCCC(C)(C)N1O.CC1(C)CCCC(C)(C)N1O.CCO

=====

Below is a structure of composition C9H7N2O2 at a distorted geometry, with properties calculated with ωB97M-V/def2-TZVPD.

ORCA input file:
```
! wB97M-V def2-TZVPD RIJCOSX def2/J DEFGRID3
* xyz -1 1
N 1.7368 -1.6589 -0.1077
C -0.9575 2.3782 0.4039
N 1.0131 1.2956 -0.1258
C 0.0752 0.4301 0.3519
H 2.7242 -3.6196 -0.3209
C 0.4448 -1.3908 0.2249
C -1.9156 2.9910 -1.2460
O -2.9449 2.4016 -1.3512
O -1.2379 3.8045 -1.8368
C -0.1557 -2.5208 0.6433
H -1.2376 -2.4945 0.9926
C -1.1119 0.9938 0.7268
C 1.9253 -2.9950 -0.0191
H 2.2167 -0.9577 -0.5769
H -1.3187 3.1715 0.8798
C 0.7650 -3.5726 0.4241
H 0.9420 3.2333 -0.6539
H 0.5745 -4.5327 0.5827
H -1.9356 0.6064 1.1677
C 0.3978 2.4368 -0.1594
*
```

Computed properties:
LUMO level ... 3.57 eV
Total energy ... -607.11501 Ha
ΔE to the lowest compared entry with this formula, charge and spin ... 180.7 kJ/mol

=====

Below is an isolated molecule of C4H5I at a distorted geometry, with properties calculated with ωB97M-V/def2-TZVPD.

ORCA input file:
```
! wB97M-V def2-TZVPD RIJCOSX def2/J DEFGRID3
* xyz 0 3
I -1.0731 0.1270 -2.6604
H -1.3732 0.3563 1.8099
C 1.0988 -0.4071 -0.5957
H 0.2845 0.8247 2.1930
H 2.1141 -0.4192 -0.9843
H -0.2045 -2.0211 -1.3874
H -0.5132 1.7420 1.0949
C -0.1034 -0.9961 -1.0796
C -0.3987 0.7229 1.3814
C 0.1686 0.0705 0.2281
*
```

Computed properties:
LUMO level (alpha / beta) ... 0.74 / -2.42 eV
Total energy ... -452.84051 Ha
ΔE to the lowest compared entry with this formula, charge and spin ... 183.5 kJ/mol

=====

Below is an isolated molecule of C5H10O, with properties calculated with ωB97M-V/def2-TZVPD.

ORCA input file:
```
! wB97M-V def2-TZVPD RIJCOSX def2/J DEFGRID3
* xyz 0 1
C 0.0260 -0.2990 0.7085
C 0.7052 0.4253 -0.4483
C -0.0415 -1.8001 0.7937
H 0.2343 0.1094 1.6949
H -2.0988 -0.9544 1.1551
H -1.5713 -1.0540 -0.5918
H -1.0658 1.1483 -1.5399
H 0.9385 -0.3222 -1.2189
H 0.4525 -2.3946 0.0291
O 1.9589 0.9524 -0.0389
H 0.0007 -2.2020 1.8035
C -1.2700 -1.0097 0.4533
H 1.7761 1.5733 0.6800
H -0.3771 2.3364 -0.4224
H 0.4588 1.9639 -1.9379
C -0.1268 1.5269 -1.1200
*
```

Computed properties:
LUMO level ... 1.11 eV
Total energy ... -271.70987 Ha
ΔE to the lowest compared entry with this formula, charge and spin ... 112.2 kJ/mol
SMILES string ... C[C@@H](O)C1CC1